No. 1
One molecule with the formula C3H7NO4 at a distorted geometry, computed with the ωB97M-V functional and the def2-TZVPD basis.

Results
- HOMO-LUMO gap: 10.32 eV
- E_tot: -474.1033 Eh
- Structure (SMILES): C=NOC(O)(O)CO
- Strongest force on any atom: 3.500 eV/Å
- Highest occupied orbital energy: -0.3747 Eh
- Spin multiplicity: 1
- Relative energy (zero: lowest compared OMol25 entry of this formula, charge and spin): 114.8 kcal per mole

```
15
C3H7NO4 (the ωB97M-V functional and the def2-TZVPD basis)
O 0.3267 -0.6297 0.8959
O 0.2864 1.3618 -0.2148
O -0.0222 -0.5755 -1.3555
O -2.0232 0.9453 1.3260
N 1.7535 -1.2675 0.2637
C 2.5604 -0.4844 -0.2723
C -0.2726 0.0900 -0.0888
C -1.7953 0.1415 0.1972
H 3.5982 -0.8063 -0.2231
H 2.2908 0.4119 -0.8255
H -2.1635 -0.8857 0.3244
H -1.5330 0.5575 2.0631
H -0.2811 -1.5016 -1.2584
H -2.3065 0.6173 -0.6446
H -0.4187 2.0254 -0.1873
```

***

No. 2
C20H26CaF5N6S2Se as an isolated structure at a distorted geometry, computed with the ωB97M-V functional and the def2-TZVPD basis.

Results
- HOMO-LUMO gap: 7.18 eV
- E_tot: -5480.9275 Eh
- Strongest force on any atom: 3.353 eV/Å
- Charge: +1
- Highest occupied orbital energy: -0.3607 Eh
- Spin multiplicity: 1
- Relative energy (zero: lowest compared OMol25 entry of this formula, charge and spin): 0.0 kcal per mole

```
61
C20H26CaF5N6S2Se (the ωB97M-V functional and the def2-TZVPD basis)
Se 9.4083 9.9167 8.8510
Ca 8.9155 7.5697 10.4141
S 12.7791 7.3828 13.8847
S 13.2053 7.6436 7.5120
F 6.2129 13.8560 7.5391
F 7.5737 8.5754 6.6068
F 5.0499 12.4478 5.4519
F 5.7910 9.8030 5.0106
F 8.0288 12.6039 9.1794
N 10.9387 7.4928 12.0213
N 8.1736 9.4753 12.0030
N 11.1840 7.1172 9.0955
N 6.2832 7.4426 10.6966
N 7.9336 6.1371 8.5348
N 8.3312 5.6650 11.9964
C 6.9655 5.1978 11.7611
C 6.7634 9.2820 12.3878
C 7.2677 9.9034 6.8486
C 12.1609 7.3960 11.3522
C 5.9253 6.3307 11.6007
C 11.0935 7.5328 13.3564
C 5.8546 8.7689 11.2548
C 13.4342 7.6759 9.2114
C 13.2385 7.3318 12.2355
C 10.5722 7.0127 6.6837
C 6.4645 6.0538 8.5815
C 11.4994 7.2290 7.7954
C 7.9018 10.6019 7.9022
C 6.3404 10.5208 6.0286
C 7.4742 11.9350 8.1360
C 5.9803 11.8613 6.2482
C 5.7872 7.2306 9.3205
C 6.5566 12.5642 7.3056
C 9.9933 7.6391 14.3275
C 12.2752 7.4052 9.9275
H 9.0446 7.9269 13.8920
H 4.8187 8.7259 11.6211
H 5.8677 9.5030 10.4438
H 9.7291 7.6876 6.7533
H 14.3832 7.9496 9.6664
H 5.9671 8.1431 8.7536
H 10.2067 5.9813 6.7058
H 9.8446 6.6894 14.8571
H 11.0986 7.1714 5.7446
H 8.4419 6.0032 12.9722
H 8.2825 6.4123 7.6003
H 10.2698 8.4036 15.0656
H 8.9843 4.8683 11.9467
H 6.7255 8.5424 13.2071
H 14.2783 7.1981 11.9504
H 8.3228 5.1987 8.6638
H 6.3210 10.2103 12.7945
H 8.7030 9.7385 12.8547
H 8.2540 10.2609 11.3514
H 6.0182 5.9911 7.5725
H 4.6928 7.0895 9.2959
H 6.2038 5.1187 9.0685
H 6.9826 4.5338 10.8918
H 6.5812 4.5862 12.5882
H 4.9812 5.8724 11.2432
H 5.7152 6.7578 12.5827
```

***

No. 3
C42H40BN11P2Se2Ti as an isolated structure, computed with the ωB97M-V functional and the def2-TZVPD basis.

Results
- HOMO-LUMO gap (alpha / beta): 6.08 / 5.72 eV
- E_tot: -8586.0140 Eh
- Strongest force on any atom: 0.506 eV/Å
- Charge: +3
- Highest occupied orbital energy (alpha / beta): -0.5705 / -0.5705 Eh
- Spin multiplicity: 2
- Relative energy (zero: lowest compared OMol25 entry of this formula, charge and spin): 0.0 kcal per mole

```
99
C42H40BN11P2Se2Ti (the ωB97M-V functional and the def2-TZVPD basis)
Se 0.7056 0.9178 -7.1261
Se -1.0892 2.1744 0.0177
Ti 0.1108 0.0225 -0.2155
P -1.5154 2.7126 -2.1150
P -1.0919 1.4290 -5.9266
N 2.0464 -0.2690 -0.3541
N 2.1758 -1.6486 -0.3254
N 0.1518 -0.2527 -4.2203
N -1.0215 -1.5953 -0.4421
N -0.1608 -2.6565 -0.3033
N -0.0878 0.4792 -2.2233
N 0.8051 -1.6259 1.7924
N 0.4473 -0.4785 -2.9775
N 1.6875 -3.8262 0.9316
N 0.2145 -0.3759 1.7670
N 3.0313 -4.0733 0.9967
C -0.9204 6.6125 -3.0054
C -2.6526 3.7064 -5.9395
C 3.1585 -5.2348 1.6033
C -3.8913 1.9502 -3.3130
C 3.2586 1.7067 -1.2254
C 3.3132 -1.9662 -0.9450
C -0.5273 1.3584 3.3810
C -2.0924 -2.0147 -1.1561
C -0.6827 -3.7092 -0.9251
C -4.2442 0.1154 -8.0708
C 3.1156 0.2397 -1.0117
C -1.3526 3.1940 -5.9942
C -2.9739 -0.5817 -5.6896
C -1.5428 5.3903 -2.7933
C 0.0808 0.0408 3.0463
C -5.2691 1.9924 -3.4607
C -0.7562 1.3596 -3.0042
C 1.2420 5.5824 -2.7028
C -4.0529 -1.3231 -6.1438
C -0.5972 0.8824 -4.2906
C -5.4200 3.5886 -1.6567
C -2.8545 5.0730 -6.0539
C -4.0461 3.5545 -1.5021
C -3.2418 -1.1135 -1.4473
C 4.5020 -5.8417 1.8343
C 0.4625 6.7100 -2.9532
C 3.9364 -0.8033 -1.3915
C -0.2589 4.0541 -6.1395
C 0.5882 -0.9321 3.8920
C 0.6330 4.3631 -2.4778
C -3.1692 0.8646 -7.6249
C 1.0333 -1.9536 3.0678
C -0.7615 4.2682 -2.5202
C 0.9858 -4.8393 1.5297
C -4.6883 -0.9737 -7.3293
C 1.8863 -5.7574 1.9658
C -3.2799 2.7331 -2.3361
C -0.4739 5.4153 -6.2631
C -6.0312 2.8092 -2.6352
C -1.9109 -3.3508 -1.4721
C -2.5432 0.5256 -6.4217
C -1.7691 5.9227 -6.2305
B 1.1729 -2.5036 0.5315
H 1.2363 3.4928 -2.2633
H 0.9408 7.6703 -3.1054
H 5.0198 -6.0021 0.8904
H 2.4491 2.2543 -0.7506
H 4.4091 -6.7995 2.3377
H -3.3093 1.3020 -3.9549
H 0.7505 3.6620 -6.1844
H 5.1170 -5.1890 2.4514
H -0.5132 1.5131 4.4560
H -2.8192 1.7006 -8.2197
H 2.3222 5.6659 -2.6694
H -3.5050 3.0465 -5.8229
H -3.6353 -1.3018 -2.4471
H -1.9339 6.9873 -6.3529
H -6.0165 4.2208 -1.0115
H -3.8620 5.4707 -6.0294
H -1.5638 1.4037 3.0501
H -2.5894 -3.9936 -2.0122
H -4.3889 -2.1867 -5.5834
H 1.6776 -6.6887 2.4744
H -4.7300 0.3738 -9.0030
H -0.1579 -4.6557 -0.9299
H -1.5226 7.4910 -3.2033
H -2.9620 -0.0692 -1.3653
H 0.3688 6.0815 -6.4054
H 1.5025 -2.8982 3.3100
H 0.6304 -0.8997 4.9715
H 4.1949 2.0593 -0.7968
H -5.5256 -1.5617 -7.6860
H -0.0951 -4.8159 1.6161
H 4.8820 -0.7401 -1.9084
H -4.0481 -1.2941 -0.7345
H -2.6234 5.3223 -2.8399
H -5.7455 1.3825 -4.2197
H -3.5793 4.1617 -0.7330
H 3.2800 1.9363 -2.2920
H 3.6322 -2.9945 -0.9829
H 0.0257 2.1750 2.9196
H -2.4597 -0.8796 -4.7826
H -7.1083 2.8411 -2.7510
```

***

No. 4
One molecule with the formula C7H11N at a distorted geometry, computed with the ωB97M-V functional and the def2-TZVPD basis.

Results
- HOMO-LUMO gap: 9.60 eV
- E_tot: -327.7721 Eh
- Structure (SMILES): C1C[C@@H]2[C@@H]3[C@@H]1CCN32
- Strongest force on any atom: 6.749 eV/Å
- Highest occupied orbital energy: -0.3116 Eh
- Spin multiplicity: 1
- Relative energy (zero: lowest compared OMol25 entry of this formula, charge and spin): 198.2 kcal per mole

```
19
C7H11N (the ωB97M-V functional and the def2-TZVPD basis)
N -1.3676 0.2058 0.5381
C -0.2271 0.9243 0.2100
C -0.9297 0.3746 -1.0022
C 1.5701 -0.0596 -1.1720
C 0.5906 -0.4028 1.6794
C -0.9451 -0.6294 1.4902
C 0.9073 -0.2846 0.1557
C 0.1749 -0.0444 -1.8775
H 0.3049 0.5868 -2.6763
H 0.6525 0.7786 2.1292
H 1.0450 -1.1559 2.5204
H 2.5498 -0.6399 -1.5793
H 0.4186 -1.2521 -0.3294
H 1.8122 1.0646 -1.3136
H -1.7388 0.8894 -1.3423
H 0.0521 1.9898 0.5369
H -1.1443 -1.6151 1.3586
H 0.2879 -1.1428 -2.3086
H -1.5124 -0.2129 2.3359
```

***

No. 5
A 2-piece molecular cluster, C3H6N2 overall at a distorted geometry, computed with the ωB97M-V functional and the def2-TZVPD basis.

Results
- HOMO-LUMO gap (alpha / beta): 8.23 / 8.23 eV
- E_tot: -227.3032 Eh
- Strongest force on any atom: 1.053 eV/Å
- Highest occupied orbital energy (alpha / beta): -0.2911 / -0.2911 Eh
- Spin multiplicity: 1
- Relative energy (zero: lowest compared OMol25 entry of this formula, charge and spin): 76.4 kcal per mole

```
11
C3H6N2 (the ωB97M-V functional and the def2-TZVPD basis)
N -3.2108 -0.1326 0.6308
N 0.2017 -0.4969 0.4158
C 1.4846 -0.4958 0.1410
C -0.8544 -0.2553 -0.3919
C -2.1451 -0.1945 0.1659
H 2.1932 -0.6173 0.9467
H 0.2635 1.7223 -0.5596
H -0.6897 -0.1843 -1.4577
H 0.9942 1.6648 -0.3983
H -0.0428 -0.6228 1.3945
H 1.8054 -0.3875 -0.8870
```

***

No. 6
C4H5MgO5 as an isolated structure at a distorted geometry, computed with the ωB97M-V functional and the def2-TZVPD basis.

Results
- HOMO-LUMO gap (alpha / beta): 2.52 / 2.52 eV
- E_tot: -731.3410 Eh
- Strongest force on any atom: 4.981 eV/Å
- Charge: +1
- Highest occupied orbital energy (alpha / beta): -0.3777 / -0.3776 Eh
- Spin multiplicity: 1
- Relative energy (zero: lowest compared OMol25 entry of this formula, charge and spin): 35.6 kcal per mole

```
15
C4H5MgO5 (the ωB97M-V functional and the def2-TZVPD basis)
Mg 3.4620 1.5253 -0.4763
O 1.5435 -1.5500 0.1944
O -4.1194 -0.3861 1.0048
O 3.4638 -0.3959 0.1844
O 1.5963 0.6157 -0.2748
O -1.9981 -0.2240 0.9953
C 2.2437 -0.4893 -0.0676
C -3.0413 0.0618 0.3215
C 0.1261 -1.3927 -0.0581
C -0.2541 0.0287 0.3611
H -0.0549 -1.5520 -1.1262
H -0.6002 0.6277 -0.4883
H -0.3738 -2.1562 0.5428
H 0.0504 0.2589 1.3884
H -4.9091 -0.1342 0.5136
```